(1)
Formula: C3H3NO2S
Source: the Open Molecules 2025 dataset
Level of theory: ωB97M-V/def2-TZVPD

Geometry as ORCA input:
```
! RIJCOSX wB97M-V def2-TZVPD def2/J DEFGRID3
* xyz 0 1
C 0.29 -0.35 0.00
C -0.52 -1.42 0.00
C -0.63 0.75 0.01
H 2.30 -0.23 1.21
H -0.36 -2.51 -0.03
H 0.60 2.13 -0.06
N -1.87 0.35 0.01
O -1.80 -1.04 0.01
O -0.33 2.04 0.00
S 2.05 -0.24 -0.08
*
```

Calculated values
Molecular weight (g mol⁻¹): 117.1
ΔE to the lowest compared entry with this formula, charge and spin (kJ/mol): 254.99
SMILES string: Oc1nocc1S
HOMO (Eh): -0.37084

Here are the Mulliken charges for atoms 1 to 6, given in e: 0.1207, -0.3636, 0.6733, 0.1583, 0.4292, 0.2988

---

(2)
Formula: C10H10N2O5SSeV
Source: the Open Molecules 2025 dataset
Level of theory: ωB97M-V/def2-TZVPD

Geometry as ORCA input:
```
! RIJCOSX wB97M-V def2-TZVPD def2/J DEFGRID3
* xyz -2 2
V 0.04 0.67 -1.34
O -2.26 2.43 1.51
C -1.70 1.64 0.57
O -0.97 2.04 -0.32
C -2.00 0.22 0.62
C -2.83 -0.47 1.48
C -2.96 -1.85 1.25
C -2.27 -2.45 0.18
C -1.47 -1.64 -0.61
N -1.32 -0.33 -0.37
C -0.70 -2.04 -1.81
O -0.69 -3.26 -2.18
O -0.13 -1.03 -2.33
H -1.92 3.30 1.24
H -3.36 0.03 2.28
H -3.60 -2.45 1.88
H -2.36 -3.50 -0.04
C 2.47 -0.64 1.84
S 1.50 -0.07 0.42
C 2.84 0.00 -0.80
H 2.93 -1.61 1.63
H 1.81 -0.75 2.71
H 3.25 0.09 2.09
H 3.60 0.71 -0.48
H 2.43 0.34 -1.76
H 3.28 -0.99 -0.94
O 1.25 0.54 -2.40
Se 2.47 5.06 -1.49
C 1.63 3.56 -1.43
N 1.03 2.46 -1.40
*
```

Calculated values
Molecular weight (g mol⁻¹): 400.2
ΔE to the lowest compared entry with this formula, charge and spin (kJ/mol): 680.92
HOMO (alpha / beta) (Eh): 0.04090 / 0.04420

Here are the Mulliken charges for atoms 1 to 6, given in e: 0.4806, -0.5387, 0.3811, -0.5719, 0.0989, -0.5773

---

(3)
Formula: C4H10N2O2
Source: the Open Molecules 2025 dataset
Level of theory: ωB97M-V/def2-TZVPD

Geometry as ORCA input:
```
! RIJCOSX wB97M-V def2-TZVPD def2/J DEFGRID3
* xyz 0 1
C 0.95 -2.19 -0.54
C 0.49 -1.48 -1.77
O -0.70 -1.47 -2.08
N 1.39 -0.84 -2.56
H 0.96 -1.54 0.34
H 1.97 -2.59 -0.66
H 0.96 -0.27 -3.27
H 2.39 -0.87 -2.47
H 0.30 -3.05 -0.40
C -0.13 2.03 2.07
C -1.55 1.70 1.65
O -2.50 2.34 2.06
N -1.71 0.71 0.73
H -2.55 0.85 0.19
H -0.92 0.24 0.31
H 0.49 2.10 1.16
H 0.32 1.30 2.72
H -0.16 3.02 2.51
*
```

Calculated values
Molecular weight (g mol⁻¹): 118.1
ΔE to the lowest compared entry with this formula, charge and spin (kJ/mol): 54.63
SMILES string: CC(N)=O.CC(N)=O
HOMO (Eh): -0.35717

Here are the Mulliken charges for atoms 1 to 6, given in e: -0.9050, 0.6687, -0.6070, -0.4131, 0.2509, 0.3664

---

(4)
Formula: C3H5N3
Source: the Open Molecules 2025 dataset
Level of theory: ωB97M-V/def2-TZVPD

Geometry as ORCA input:
```
! RIJCOSX wB97M-V def2-TZVPD def2/J DEFGRID3
* xyz 0 1
C 1.76 -0.19 0.30
N 1.04 0.57 -0.71
C -0.29 0.52 -0.70
N -3.19 -0.51 0.53
C -1.49 0.34 -0.65
N -2.79 0.36 -0.28
H 1.70 0.27 1.30
H 2.81 -0.29 0.01
H 1.32 -1.19 0.36
H 1.44 1.47 -0.97
H -2.41 -1.16 0.77
*
```

Calculated values
Molecular weight (g mol⁻¹): 83.1
ΔE to the lowest compared entry with this formula, charge and spin (kJ/mol): 398.02
SMILES string: [H]/N=N\C#CNC
HOMO (Eh): -0.32589

Here are the Mulliken charges for atoms 1 to 6, given in e: -0.7860, -0.3224, 0.1885, -0.3883, 0.0878, -0.1511